Record 1
{"formula": "C38H26MnN5O3PS2", "method": "ωB97M-V/def2-TZVPD", "gap_ha": [0.219, 0.216], "e_above_lowest_ev": 1.0038, "multiplicity": 2, "total_charge": 0, "total_energy_ev": -115701.2808, "species": ["Mn", "S", "N", "C", "C", "C", "C", "C", "N", "C", "C", "N", "C", "C", "C", "C", "C", "N", "H", "H", "H", "H", "H", "H", "O", "C", "O", "C", "C", "C", "C", "C", "C", "S", "H", "H", "H", "H", "O", "N", "C", "C", "C", "C", "C", "C", "C", "P", "C", "C", "C", "C", "C", "C", "C", "C", "C", "C", "C", "C", "H", "H", "H", "H", "H", "H", "H", "H", "H", "H", "H", "H", "H", "H", "H", "H"], "coordinates": [[-1.0365, 0.6104, -0.7202], [2.1394, 7.4616, 1.1559], [1.9457, 6.1115, 2.0301], [1.4469, 5.1997, 1.2184], [1.1017, 3.8458, 1.5768], [1.3162, 3.3224, 2.8520], [0.9533, 2.0206, 3.1025], [0.3730, 1.2826, 2.0730], [0.1625, 1.7617, 0.8604], [0.5237, 3.0271, 0.5910], [0.3250, 3.5127, -0.7640], [-0.2290, 2.6683, -1.6462], [-0.3308, 3.0353, -2.9064], [0.0975, 4.2786, -3.3788], [0.6030, 5.1836, -2.4769], [0.7205, 4.8078, -1.1370], [1.2481, 5.6760, -0.1145], [1.5986, 6.9369, -0.2771], [1.7625, 3.9525, 3.6100], [1.1031, 1.5660, 4.0716], [0.0635, 0.2611, 2.2482], [-0.7911, 2.3182, -3.5768], [0.0212, 4.5112, -4.4311], [0.9221, 6.1754, -2.7701], [1.9576, -1.1013, -2.7486], [0.8275, -0.6390, -2.6761], [0.3541, -0.1142, -1.6010], [-0.0807, -0.6990, -3.8920], [0.5067, -1.2650, -5.0293], [-0.1640, -1.3634, -6.2304], [-1.4619, -0.8730, -6.3235], [-2.0653, -0.3173, -5.2152], [-1.4081, -0.2351, -3.9752], [-2.3925, 0.4246, -2.6767], [1.5233, -1.6205, -4.9297], [0.3114, -1.8099, -7.0948], [-2.0045, -0.9320, -7.2595], [-3.0766, 0.0654, -5.2743], [-2.5002, 2.7264, 0.3271], [-2.6673, 1.3403, 0.1939], [-3.8979, 0.9808, 0.1351], [-4.4130, -0.3582, 0.0011], [-5.8053, -0.4607, -0.1346], [-6.4283, -1.6703, -0.3462], [-5.6658, -2.8255, -0.4278], [-4.2920, -2.7536, -0.2599], [-3.6458, -1.5452, -0.0259], [-1.8425, -1.5027, 0.2808], [-1.2790, -3.1783, -0.1830], [-0.6730, -3.3389, -1.4256], [-0.1714, -4.5735, -1.8111], [-0.2798, -5.6619, -0.9602], [-0.9157, -5.5187, 0.2670], [-1.4108, -4.2861, 0.6577], [-1.7637, -1.5905, 2.1119], [-0.5438, -1.9578, 2.6877], [-0.3941, -1.9852, 4.0637], [-1.4584, -1.6357, 4.8853], [-2.6667, -1.2570, 4.3229], [-2.8203, -1.2310, 2.9423], [-3.2748, 3.1624, -0.0529], [-4.6420, 1.7771, 0.1536], [-6.4000, 0.4447, -0.0848], [-7.5044, -1.7100, -0.4513], [-6.1370, -3.7801, -0.6217], [-3.7083, -3.6606, -0.3164], [-0.5916, -2.4965, -2.0993], [0.3132, -4.6776, -2.7729], [0.1301, -6.6212, -1.2490], [-1.0257, -6.3728, 0.9237], [-1.9037, -4.1887, 1.6165], [0.2850, -2.2290, 2.0427], [0.5538, -2.2788, 4.4971], [-1.3449, -1.6555, 5.9616], [-3.4998, -0.9907, 4.9611], [-3.7714, -0.9432, 2.5138]], "atomic_forces_ev_per_a": [[-0.8843, 0.3386, 0.2756], [-0.0341, -0.1133, -0.0077], [0.0486, 0.1630, -0.0061], [-0.0460, 0.2608, -0.3447], [-0.1446, -0.4011, -0.0921], [-0.0266, 0.0180, -0.0284], [0.0293, 0.0563, -0.0200], [0.0317, -0.0737, 0.1599], [-0.3571, -0.3660, -0.4146], [0.2146, -0.0495, 0.6763], [-0.0110, 0.4247, -0.6759], [-0.2055, -0.5025, 0.6081], [-0.0712, -0.0544, -0.3283], [0.0486, 0.0334, 0.1587], [0.0040, 0.0489, 0.0242], [-0.1689, -0.4461, -0.1130], [0.1301, -0.0302, 0.3331], [0.0932, 0.1128, 0.1033], [0.0014, -0.0163, 0.0147], [-0.0118, -0.0089, -0.0066], [0.0027, 0.0934, -0.0348], [0.0253, -0.0205, 0.0736], [-0.0459, 0.0017, 0.0037], [-0.0007, -0.0138, -0.0393], [0.0416, -0.0276, -0.0273], [-0.2070, 0.0975, 0.0626], [1.8492, -0.7047, -0.6112], [0.0289, 0.0832, -0.1328], [-0.0243, 0.0088, -0.0683], [0.0233, -0.0524, -0.0937], [-0.0448, 0.0354, 0.0524], [0.0437, -0.0400, -0.0252], [0.1097, -0.0215, 0.0615], [-0.0165, -0.1327, 0.6317], [-0.0015, 0.0149, 0.0262], [0.0379, 0.0047, 0.0331], [-0.0013, 0.0186, 0.0030], [-0.0157, -0.0441, -0.0167], [0.0878, 0.1158, 0.2885], [-0.7804, 0.6342, -0.5108], [0.5087, 0.5761, 0.2449], [-0.2920, -1.0264, -0.2166], [0.2922, 0.3831, 0.0406], [-0.0964, -0.2517, 0.0047], [-0.1004, 0.1274, -0.0488], [0.0568, 0.0576, 0.0454], [-0.1256, 0.1676, 0.1133], [0.1680, 0.4985, -0.2222], [0.0818, 0.1397, -0.0513], [-0.0310, 0.1251, -0.0574], [0.0042, -0.0861, -0.0197], [-0.0176, 0.0560, -0.0154], [-0.0200, -0.0773, 0.0457], [-0.0094, 0.0585, -0.0394], [-0.0007, -0.0181, -0.0236], [-0.1037, -0.0548, -0.0499], [0.0616, -0.0011, 0.0087], [-0.0204, 0.0446, 0.0409], [-0.0176, 0.0157, 0.0377], [0.0648, -0.0587, -0.0586], [-0.1201, 0.0088, -0.0293], [-0.1013, -0.0807, 0.1771], [0.0082, -0.0068, -0.0331], [0.0087, -0.0139, -0.0253], [0.0064, -0.0034, 0.0226], [0.0096, -0.0262, 0.0000], [-0.0052, -0.0182, 0.0459], [0.0033, 0.0368, 0.0012], [-0.0249, -0.0052, -0.0107], [0.0203, 0.0154, 0.0065], [0.0302, 0.0242, 0.0410], [0.0370, -0.0271, 0.0367], [-0.0053, -0.0095, -0.0103], [0.0050, -0.0184, -0.0066], [0.0048, 0.0203, -0.0104], [-0.0323, -0.0168, 0.0231]]}

***

Record 2
{"formula": "C58H59Cl2FHfN2O4P2SSi", "method": "ωB97M-V/def2-TZVPD", "gap_ha": 0.217, "total_charge": 0, "total_energy_ev": -138637.9703, "species": ["Hf", "C", "C", "C", "C", "C", "C", "C", "F", "C", "C", "C", "O", "C", "C", "N", "C", "C", "O", "O", "H", "H", "H", "H", "H", "H", "H", "H", "H", "H", "H", "C", "C", "P", "C", "C", "C", "C", "C", "C", "C", "C", "C", "C", "C", "C", "P", "C", "C", "C", "C", "C", "C", "C", "C", "C", "C", "C", "C", "H", "H", "H", "H", "H", "H", "H", "H", "H", "H", "H", "H", "H", "H", "H", "H", "H", "H", "H", "H", "H", "H", "H", "H", "Cl", "C", "C", "C", "C", "C", "Cl", "C", "N", "H", "H", "H", "C", "C", "S", "O", "C", "C", "H", "H", "H", "H", "H", "H", "H", "H", "H", "H", "C", "Si", "C", "C", "C", "C", "C", "C", "C", "H", "H", "H", "H", "H", "H", "H", "H", "H", "H", "H"], "coordinates": [[-0.6581, -0.0523, -0.4011], [3.2533, 3.9839, -5.9130], [2.7686, 2.5596, -6.1553], [3.8023, 1.6653, -6.8235], [5.0320, 1.5121, -5.9362], [4.6376, 1.1178, -4.5327], [5.5401, 0.5204, -3.6849], [5.1580, 0.1275, -2.4025], [6.0866, -0.4394, -1.6141], [3.8863, 0.2844, -1.9465], [2.9449, 0.8811, -2.7972], [1.5727, 1.0019, -2.3501], [1.2683, 0.5836, -1.1950], [0.6497, 1.5669, -3.2486], [1.1031, 2.0312, -4.4567], [2.3656, 1.9389, -4.8703], [3.3211, 1.3185, -4.0675], [-0.8394, 1.5885, -3.0326], [-1.5242, 2.3755, -3.6433], [-1.2871, 0.6551, -2.2228], [3.5887, 4.4317, -6.8506], [4.0814, 4.0067, -5.2021], [2.4478, 4.5979, -5.5077], [1.8678, 2.5876, -6.7655], [4.0687, 2.0915, -7.7907], [3.3550, 0.6848, -7.0049], [5.6021, 2.4442, -5.9142], [5.6984, 0.7514, -6.3431], [6.5573, 0.3354, -4.0119], [3.5921, -0.0459, -0.9595], [0.4005, 2.5105, -5.1278], [0.5285, -2.0983, 3.4561], [1.5556, -0.9578, 3.5120], [1.9889, -0.4154, 1.7881], [3.4366, 0.6803, 2.0823], [4.6962, 0.4519, 1.5306], [5.7434, 1.3380, 1.7623], [5.5481, 2.4619, 2.5514], [4.2918, 2.7093, 3.0925], [3.2439, 1.8316, 2.8517], [2.8041, -1.9608, 1.1922], [3.7490, -2.6442, 1.9673], [4.3393, -3.8082, 1.5067], [3.9990, -4.3179, 0.2557], [3.0702, -3.6538, -0.5260], [2.4799, -2.4817, -0.0581], [-0.9595, -1.5932, 2.4880], [-1.7909, -3.2052, 2.2801], [-2.9372, -3.5940, 2.9637], [-3.4844, -4.8557, 2.7468], [-2.8867, -5.7349, 1.8553], [-1.7441, -5.3481, 1.1645], [-1.2082, -4.0873, 1.3668], [-1.9878, -0.7157, 3.7243], [-1.9109, -0.9063, 5.1039], [-2.7537, -0.2110, 5.9609], [-3.6932, 0.6767, 5.4499], [-3.7831, 0.8738, 4.0816], [-2.9285, 0.1871, 3.2316], [0.2306, -2.4378, 4.4443], [0.9616, -2.9583, 2.9426], [2.4755, -1.2565, 4.0101], [1.1518, -0.1062, 4.0679], [4.8710, -0.4174, 0.9082], [6.7146, 1.1425, 1.3229], [6.3673, 3.1455, 2.7391], [4.1206, 3.5948, 3.6927], [2.2629, 2.0626, 3.2554], [4.0433, -2.2585, 2.9365], [5.0675, -4.3213, 2.1224], [4.4598, -5.2313, -0.1020], [2.7905, -4.0378, -1.5001], [1.7432, -1.9935, -0.6841], [-3.4151, -2.9146, 3.6604], [-4.3800, -5.1497, 3.2814], [-3.3195, -6.7133, 1.6848], [-1.2882, -6.0186, 0.4468], [-0.3448, -3.7711, 0.7878], [-1.2024, -1.6036, 5.5302], [-2.6782, -0.3666, 7.0299], [-4.3424, 1.2251, 6.1214], [-4.4946, 1.5802, 3.6702], [-2.9848, 0.3756, 2.1640], [1.4093, -2.0005, -3.2336], [-0.1916, -2.6873, -3.4447], [-0.4478, -3.2771, -4.6663], [-1.6784, -3.8604, -4.9135], [-2.6139, -3.8537, -3.8953], [-2.3436, -3.2758, -2.6630], [-3.6222, -3.4638, -1.4886], [-1.1157, -2.6238, -2.3847], [-0.7202, -2.0033, -1.2283], [0.3300, -3.2673, -5.4186], [-1.8991, -4.3158, -5.8688], [-3.5803, -4.3217, -4.0316], [-5.2341, -1.2805, 1.1177], [-5.4633, -0.4358, -0.1259], [-4.1335, 0.7727, -0.3411], [-1.7896, -1.5944, -0.3277], [-4.5182, 1.3834, -1.9925], [-5.7056, 2.3364, -2.0296], [-6.0153, -2.0384, 1.2035], [-5.2631, -0.6690, 2.0222], [-4.2678, -1.7870, 1.0793], [-6.4101, 0.0984, -0.0448], [-5.4832, -1.0523, -1.0263], [-4.6814, 0.5104, -2.6283], [-3.6114, 1.8725, -2.3448], [-6.6277, 1.8489, -1.7071], [-5.8619, 2.7091, -3.0461], [-5.5281, 3.1918, -1.3771], [-2.0434, 3.6348, -0.3373], [-0.8765, 2.4794, 0.6002], [0.8281, 3.2891, 0.3093], [-1.1697, 2.9478, 2.4234], [-2.0860, 3.9232, 2.8305], [-2.2136, 4.2882, 4.1701], [-1.4172, 3.6918, 5.1385], [-0.4985, 2.7168, 4.7627], [-0.3928, 2.3551, 3.4273], [-1.8027, 4.6756, -0.0957], [-3.0905, 3.4499, -0.0718], [-1.9588, 3.5167, -1.4203], [0.8322, 4.2937, 0.7456], [1.0413, 3.3842, -0.7631], [1.6470, 2.7157, 0.7548], [-2.7165, 4.4106, 2.0944], [-2.9359, 5.0451, 4.4568], [-1.5174, 3.9751, 6.1796], [0.1168, 2.2318, 5.5132], [0.3023, 1.5674, 3.1445]], "atomic_forces_ev_per_a": [[0.3430, 0.1901, 0.0805], [0.0017, 0.0229, 0.0358], [0.0097, -0.0207, 0.1460], [0.0178, -0.0315, 0.0581], [-0.0363, -0.0200, 0.0445], [-0.0079, 0.0426, -0.0919], [0.0820, -0.0250, -0.0030], [0.0798, 0.0022, -0.1095], [0.0264, -0.0159, 0.0134], [-0.1185, -0.0030, 0.0442], [0.1223, 0.0892, 0.2550], [-0.0775, -0.1456, 0.0044], [-0.0963, -0.3321, 0.0094], [-0.0634, -0.0684, -0.2245], [-0.0128, 0.1368, 0.0509], [0.1768, -0.0775, -0.1062], [-0.0614, 0.1740, -0.1875], [0.1511, -0.4477, 0.2962], [-0.1962, 0.0326, -0.1061], [0.1607, 0.7197, 0.0354], [-0.0183, -0.0252, 0.0348], [-0.0297, -0.0004, -0.0327], [0.0252, -0.0158, -0.0091], [-0.0521, -0.0356, -0.0272], [0.0182, -0.0026, 0.0004], [-0.0022, 0.0178, -0.0144], [-0.0050, 0.0074, 0.0118], [0.0128, 0.0040, -0.0142], [-0.0396, 0.0057, 0.0338], [-0.0135, 0.0193, -0.0905], [-0.0026, -0.0220, -0.0184], [0.1396, 0.2028, -0.1972], [-0.1171, 0.0665, -0.0733], [0.1523, -0.2749, -0.3085], [-0.1201, 0.0292, 0.1100], [0.0202, 0.0363, -0.0527], [-0.0625, -0.0268, -0.0141], [-0.0590, -0.0172, -0.0009], [-0.0090, -0.0491, -0.0372], [0.0358, 0.0542, 0.0293], [0.0876, -0.0221, 0.0457], [-0.0044, 0.0412, -0.0112], [-0.0237, -0.0201, -0.0390], [0.0137, 0.0058, 0.0383], [-0.0055, 0.0498, 0.0557], [-0.1104, 0.0568, 0.0594], [-0.2115, 0.2823, 0.1161], [0.1345, -0.0435, -0.0093], [-0.0330, -0.0310, -0.0071], [0.0328, 0.0289, -0.0079], [-0.0163, 0.0577, 0.0180], [-0.0447, 0.0537, 0.0068], [0.0178, 0.0059, -0.0127], [-0.0594, -0.0608, 0.0060], [-0.0754, 0.0329, 0.0109], [-0.0038, -0.0144, -0.0765], [0.0449, -0.0126, 0.0706], [0.0454, 0.0037, -0.0306], [0.0941, 0.0628, -0.0768], [0.1002, -0.0351, 0.1401], [-0.0315, -0.0410, -0.0493], [0.0089, -0.0999, 0.1529], [0.0247, -0.0096, -0.0765], [0.0250, -0.0084, 0.0842], [-0.0376, -0.0066, 0.0107], [-0.0336, -0.0153, -0.0135], [0.0024, -0.0346, -0.0110], [0.1351, -0.0190, -0.0043], [-0.0142, 0.0171, -0.0069], [-0.0036, 0.0067, -0.0076], [-0.0152, 0.0329, 0.0210], [0.0055, 0.0344, 0.0389], [0.0530, -0.0048, 0.1111], [0.0307, -0.0085, -0.0138], [0.0203, 0.0143, -0.0213], [0.0177, 0.0236, 0.0155], [0.0032, 0.0087, 0.0075], [-0.0303, -0.0110, 0.0092], [0.0218, -0.0149, -0.0037], [0.0013, 0.0068, -0.0040], [0.0061, -0.0171, -0.0035], [0.0287, -0.0293, 0.0140], [0.0389, 0.0007, 0.0460], [-0.1832, -0.0465, -0.0971], [0.1987, -0.1211, -0.3650], [0.1108, 0.0410, 0.0072], [-0.0014, 0.0392, 0.0335], [0.0316, -0.0008, 0.0681], [-0.1309, 0.0155, -0.0516], [0.1214, 0.1045, 0.1348], [-0.1649, 0.2102, 0.4577], [0.2502, -0.7238, -0.1872], [-0.0108, -0.0044, 0.0056], [0.0126, 0.0047, 0.0198], [0.0254, 0.0225, 0.0062], [0.0210, -0.0012, -0.0056], [0.0350, -0.0521, -0.0509], [0.0883, 0.1548, 0.3149], [-0.7196, -0.9389, -0.6264], [-0.0717, 0.0471, -0.0388], [0.0166, -0.0198, -0.0604], [0.0222, -0.0114, -0.0117], [-0.0131, -0.0193, -0.0501], [-0.0117, -0.0073, -0.0428], [-0.0347, -0.0025, -0.0509], [-0.0138, -0.0826, 0.0574], [0.0315, 0.0296, -0.0430], [0.0006, -0.0046, -0.0147], [0.0302, 0.0048, 0.0007], [0.0095, -0.0330, 0.0477], [0.0014, 0.0007, -0.0001], [-0.2089, 0.0311, -0.1108], [-0.0606, 0.9360, 0.5555], [0.1584, 0.0387, -0.1016], [-0.0394, -0.0227, 0.2319], [0.0616, -0.0806, 0.0860], [0.0540, -0.0523, -0.0642], [-0.0132, -0.0283, -0.0455], [-0.0857, 0.0058, -0.0746], [-0.1109, 0.0191, -0.0646], [-0.0365, -0.0180, -0.0128], [0.0895, 0.0435, -0.0225], [0.0089, 0.0150, 0.0240], [0.0271, -0.0361, -0.0427], [-0.0092, -0.0002, 0.0736], [-0.0411, 0.0526, -0.0332], [0.0235, -0.0194, 0.0314], [0.0251, -0.0268, -0.0147], [0.0060, -0.0020, -0.0246], [-0.0048, 0.0030, -0.0124], [-0.1095, 0.0729, -0.0022]]}